[1]
{"formula": "C2H3NO3", "method": "ωB97M-V/def2-TZVPD", "elements": ["C", "C", "N", "O", "O", "O", "H", "H", "H"], "positions_angstrom": [[0.48629, 0.17354, 0.08763], [0.00110, -1.01658, -0.30041], [0.92714, -2.10397, -0.74408], [2.13215, -1.95290, -0.75413], [0.33197, -3.11494, -1.05441], [-1.26928, -1.31154, -0.28640], [-0.17062, 0.89881, 0.37591], [1.59088, 0.18464, -0.07753], [-1.60384, -0.54141, 0.09603]], "atomic_forces_ev_per_a": [[3.17, -3.83, -1.95], [2.45, 2.01, 0.60], [-1.01, -0.48, 0.00], [-0.52, 0.42, 0.10], [0.36, -0.12, -0.12], [-0.35, -2.79, -1.04], [-1.10, 2.16, 0.81], [-1.12, 0.89, 0.65], [-1.88, 1.73, 0.95]], "charge": 0, "relative_energy_kj_mol": 501.1, "e_lumo_ev": -0.5, "orbital_gap_ev": 9.6, "smiles": "C=C(O)[N+](=O)[O-]", "energy_ev": -9750.89560, "largest_force_ev_per_a": 5.3}

***

[2]
{"formula": "C20H23I2LaN9PS2", "method": "ωB97M-V/def2-TZVPD", "elements": ["La", "C", "N", "C", "C", "N", "C", "P", "C", "N", "C", "C", "N", "C", "C", "N", "C", "C", "N", "C", "H", "H", "H", "H", "H", "H", "H", "H", "H", "H", "H", "H", "H", "H", "H", "I", "C", "I", "H", "H", "S", "C", "N", "N", "C", "S", "C", "C", "C", "N", "C", "C", "H", "H", "H", "H", "H", "H"], "positions_angstrom": [[1.31877, -0.19266, 0.58808], [0.15859, -0.76079, -5.26979], [0.86241, -0.29244, -4.06842], [1.96402, 0.51784, -4.10082], [2.33070, 0.72440, -2.80444], [1.46354, 0.05145, -1.98379], [0.58359, -0.55567, -2.77339], [-0.79733, -1.62685, -2.26437], [-1.62970, -0.51741, -1.07450], [-1.05328, 0.36824, -0.25996], [-2.07807, 1.02206, 0.37689], [-3.26805, 0.53032, -0.06142], [-2.97387, -0.43239, -0.98597], [-3.97416, -1.28921, -1.62717], [0.11077, -2.80889, -1.21131], [1.21794, -2.55552, -0.51808], [1.59800, -3.74389, 0.04718], [0.71411, -4.71579, -0.31112], [-0.21276, -4.11814, -1.11966], [-1.40143, -4.78985, -1.64474], [0.67477, -0.33925, -6.12629], [-0.87056, -0.41216, -5.26138], [0.19448, -1.84547, -5.32531], [2.37794, 0.86278, -5.03223], [3.15563, 1.30821, -2.43078], [-1.90820, 1.80535, 1.09507], [-4.28447, 0.77806, 0.19164], [-4.84557, -0.68412, -1.86038], [-4.23737, -2.09658, -0.94699], [-3.56625, -1.68982, -2.55076], [2.48111, -3.83146, 0.65654], [0.66669, -5.76471, -0.07397], [-1.12629, -5.80032, -1.93321], [-1.75393, -4.25716, -2.52434], [-2.17163, -4.80537, -0.87590], [4.55787, -1.22756, 0.92850], [4.18966, -1.40449, 3.01346], [3.12193, 0.22382, 3.80036], [5.16571, -1.44924, 3.48059], [3.62387, -2.31445, 3.16814], [-2.17231, -2.80607, 1.72577], [-0.78475, -2.05343, 1.99665], [0.24489, -1.48487, 2.17350], [-0.58029, 6.68170, 3.34744], [-0.23023, 5.59043, 4.05187], [-0.15548, 5.47619, 5.66721], [0.10447, 4.39660, 3.18997], [-0.30966, 3.12477, 3.57630], [0.08259, 2.04130, 2.82218], [0.87215, 2.14993, 1.73613], [1.24812, 3.37484, 1.35751], [0.88384, 4.51952, 2.04713], [-0.82826, 7.51916, 3.84987], [-0.77905, 6.64286, 2.36321], [-0.90247, 2.99430, 4.47072], [-0.21400, 1.03539, 3.10577], [1.88638, 3.44949, 0.48436], [1.25483, 5.47704, 1.70842]], "atomic_forces_ev_per_a": [[0.56, 0.64, -0.11], [0.10, 0.06, 0.22], [0.13, 0.11, -0.19], [-0.08, -0.08, -0.02], [-0.07, -0.03, -0.04], [0.11, 0.14, -0.06], [-0.06, -0.10, 0.08], [-0.18, -0.13, -0.20], [0.19, -0.06, -0.08], [-0.15, -0.12, 0.08], [0.07, 0.01, 0.02], [-0.06, -0.09, -0.11], [-0.11, 0.00, 0.05], [0.19, 0.17, 0.05], [0.01, 0.16, -0.06], [0.00, -0.10, 0.08], [-0.03, 0.05, -0.03], [-0.08, 0.01, -0.10], [-0.03, -0.12, 0.07], [0.20, 0.14, 0.00], [-0.06, -0.04, -0.06], [-0.02, -0.03, -0.01], [-0.04, -0.01, -0.01], [0.04, 0.03, 0.03], [0.00, 0.00, 0.01], [0.02, -0.01, -0.01], [0.02, 0.01, 0.02], [-0.05, -0.05, 0.03], [-0.06, -0.02, -0.03], [-0.02, -0.04, 0.01], [-0.02, -0.01, 0.02], [0.01, 0.01, 0.00], [-0.06, -0.03, 0.03], [-0.04, -0.01, 0.01], [-0.04, -0.04, -0.02], [0.12, -0.06, -0.25], [0.22, -0.17, 0.08], [-0.11, 0.16, -0.01], [-0.03, -0.03, 0.07], [0.00, 0.00, 0.04], [0.28, 0.13, 0.01], [-0.39, -0.24, -0.06], [-0.41, -0.33, 0.46], [0.11, 0.01, 0.22], [-0.28, -0.25, -0.77], [0.11, 0.04, 0.33], [0.03, 0.28, 0.32], [0.03, -0.07, -0.05], [0.11, 0.05, 0.09], [-0.18, 0.05, -0.15], [-0.01, 0.05, 0.13], [0.09, -0.10, -0.12], [-0.01, 0.02, 0.00], [0.02, 0.00, -0.03], [-0.01, 0.01, 0.00], [-0.02, 0.01, 0.00], [-0.01, -0.02, -0.02], [-0.03, 0.04, 0.04]], "charge": 2, "relative_energy_kj_mol": 8.8, "e_lumo_ev": -5.6, "orbital_gap_ev": 7.1, "energy_ev": -82535.79058, "largest_force_ev_per_a": 0.9}

***

[3]
{"formula": "C3H11NOS", "method": "ωB97M-V/def2-TZVPD", "elements": ["C", "S", "H", "H", "H", "C", "O", "C", "N", "H", "H", "H", "H", "H", "H", "H", "H"], "positions_angstrom": [[2.81131, 0.14793, -1.09083], [1.61068, -1.08819, -0.53019], [3.73022, -0.03896, -0.51182], [2.97630, -0.02118, -2.16651], [2.45261, 1.18679, -0.94379], [-1.27619, -0.97596, 0.81259], [-0.35974, -1.61365, 1.70747], [-1.15583, 0.57930, 0.80159], [-2.19321, 1.07783, -0.11926], [-2.27641, -1.15416, 1.23489], [-1.20379, -1.25049, -0.25108], [0.51606, -1.73387, 1.24645], [-1.33233, 0.95856, 1.81468], [-0.16466, 0.84258, 0.39857], [-2.66176, 1.93693, 0.17207], [-1.70355, 1.26911, -0.97832], [0.23029, -0.12256, -1.59652]], "atomic_forces_ev_per_a": [[0.21, 0.15, -0.22], [-2.38, 2.40, -3.00], [-0.26, 0.22, -0.34], [0.21, 0.15, 0.53], [0.28, -0.74, 0.16], [-0.16, 1.30, 0.84], [0.78, -0.22, -1.08], [-0.27, -0.57, -0.01], [0.10, 0.10, 0.08], [0.25, -0.35, -0.53], [-0.12, -0.62, 0.49], [-1.49, 0.42, 0.85], [0.36, 0.00, -0.21], [-0.17, 0.13, 0.74], [0.42, -0.38, 0.02], [-0.41, 0.26, -0.42], [2.64, -2.24, 2.12]], "charge": 0, "relative_energy_kj_mol": 336.9, "e_lumo_ev": -1.4, "orbital_gap_ev": 7.6, "energy_ev": -17658.92966, "largest_force_ev_per_a": 4.5}

***

[4]
{"formula": "C34H33GeIMnN5O3S", "method": "ωB97M-V/def2-TZVPD", "elements": ["Mn", "C", "C", "N", "N", "C", "N", "S", "C", "C", "C", "C", "C", "N", "H", "H", "H", "H", "H", "H", "H", "H", "H", "H", "O", "C", "O", "C", "C", "Ge", "C", "C", "C", "C", "C", "C", "C", "C", "C", "C", "C", "C", "C", "C", "C", "C", "C", "C", "H", "H", "H", "H", "H", "H", "H", "H", "H", "H", "H", "H", "H", "H", "H", "H", "H", "H", "H", "O", "I", "C", "C", "C", "C", "C", "N", "H", "H", "H", "H"], "positions_angstrom": [[2.10766, 1.79702, 2.11360], [6.15729, 1.84958, 0.86663], [4.66937, 1.77499, 1.01559], [4.03921, 1.84870, 2.12912], [4.65019, 1.99059, 3.33746], [3.89436, 2.08208, 4.47227], [4.59666, 2.24992, 5.60081], [2.22803, 2.00845, 4.45877], [3.81877, 1.61851, -0.18795], [4.39115, 1.53129, -1.44449], [3.56552, 1.38555, -2.55387], [2.20468, 1.32379, -2.35751], [1.70809, 1.41477, -1.06058], [2.48477, 1.56803, 0.00023], [6.67757, 1.97030, 1.81276], [6.43290, 2.69700, 0.23827], [6.54044, 0.94370, 0.39550], [5.65602, 2.02665, 3.39087], [5.59786, 2.33534, 5.62465], [4.09106, 2.33640, 6.46528], [5.46256, 1.57955, -1.56989], [3.99143, 1.31846, -3.54573], [1.51188, 1.20063, -3.17776], [0.64775, 1.36614, -0.88362], [-0.43805, 2.97547, 0.15446], [-0.90867, 2.28743, 1.01889], [-0.11886, 1.76755, 1.98993], [-2.41541, 2.05970, 1.05956], [-2.98870, 1.50116, -0.25321], [-2.95353, -0.31461, -1.09351], [-3.94609, -1.69816, -0.09089], [-3.69250, -1.84227, 1.27787], [-4.33991, -2.77125, 2.07059], [-5.27849, -3.61102, 1.48475], [-5.54441, -3.50147, 0.12903], [-4.88894, -2.55699, -0.65302], [-3.80490, 0.18836, -2.78584], [-5.05329, -0.22998, -3.24049], [-5.56874, 0.22808, -4.44751], [-4.84666, 1.12040, -5.22225], [-3.60798, 1.56440, -4.77979], [-3.10068, 1.10410, -3.57538], [-1.17758, -1.04897, -1.59556], [-0.11878, -1.34176, -0.73310], [1.05761, -1.92578, -1.18309], [1.21523, -2.23807, -2.52498], [0.18542, -1.94799, -3.40608], [-0.98864, -1.36434, -2.94575], [-2.81087, 3.07255, 1.17715], [-2.76997, 1.51112, 1.93257], [-2.62086, 2.14426, -1.05477], [-4.07138, 1.65345, -0.21255], [-2.96329, -1.15226, 1.64464], [-4.12236, -2.84244, 3.12931], [-5.80002, -4.34787, 2.08121], [-6.27043, -4.15992, -0.33040], [-5.10922, -2.52963, -1.71064], [-5.65974, -0.90081, -2.64975], [-6.54232, -0.11175, -4.77630], [-5.24924, 1.47659, -6.16136], [-3.03946, 2.27046, -5.37134], [-2.12912, 1.46508, -3.25073], [-0.14932, -1.06917, 0.31476], [1.85735, -2.12710, -0.47856], [2.12941, -2.69644, -2.88001], [0.28602, -2.18356, -4.45808], [-1.77866, -1.17321, -3.66049], [2.07299, 3.42434, 1.96278], [-1.04074, -0.26158, 2.70396], [0.86022, -1.15717, 2.62710], [0.81395, -2.53476, 2.80935], [2.00435, -3.23638, 2.78233], [3.18234, -2.53601, 2.57464], [3.11537, -1.17029, 2.39436], [1.97015, -0.47120, 2.41289], [-0.12949, -3.03841, 2.96545], [2.00803, -4.30897, 2.92134], [4.13992, -3.03572, 2.54639], [4.01371, -0.59459, 2.21969]], "atomic_forces_ev_per_a": [[-1.31, 0.55, -0.60], [0.00, 0.05, 0.05], [0.31, 0.14, 0.18], [-0.01, -0.47, -0.02], [0.20, -0.05, 0.03], [0.00, 0.06, -0.06], [-0.01, -0.05, 0.03], [0.10, -0.23, 0.09], [0.11, 0.00, -0.15], [-0.01, 0.01, -0.02], [0.00, 0.00, 0.02], [-0.03, 0.02, 0.03], [-0.06, -0.02, -0.01], [0.39, -0.35, 0.58], [0.03, 0.00, -0.02], [-0.02, 0.00, -0.01], [-0.02, 0.00, -0.02], [0.00, 0.09, -0.05], [0.00, 0.05, -0.01], [0.00, 0.01, 0.00], [0.00, 0.00, 0.00], [-0.01, 0.00, 0.00], [0.01, -0.02, -0.01], [0.00, 0.03, 0.02], [0.05, -0.06, -0.01], [-0.04, 0.09, -0.05], [0.30, 0.21, -0.39], [0.04, -0.11, 0.00], [-0.05, -0.02, 0.12], [0.09, -0.08, 0.09], [-0.14, -0.02, 0.09], [-0.22, 0.37, -0.80], [0.01, -0.04, -0.03], [0.02, 0.01, 0.04], [-0.01, -0.02, -0.03], [0.12, -0.10, -0.07], [0.05, 0.06, -0.05], [-0.03, 0.04, 0.06], [-0.01, 0.00, 0.00], [0.00, 0.00, 0.00], [0.00, 0.01, 0.00], [0.01, -0.03, -0.01], [0.01, 0.05, -0.18], [0.09, 0.19, 0.10], [-0.01, -0.01, -0.03], [0.00, 0.02, 0.02], [0.01, -0.01, -0.01], [-0.05, -0.12, 0.01], [-0.05, -0.02, 0.02], [0.04, 0.01, 0.02], [-0.06, 0.00, -0.03], [0.01, 0.10, -0.08], [-0.25, -0.19, 0.46], [-0.01, 0.00, 0.00], [0.00, 0.01, 0.01], [0.00, 0.00, 0.00], [0.03, 0.00, -0.01], [-0.01, 0.00, 0.01], [0.00, 0.00, 0.00], [0.00, 0.00, 0.00], [0.00, 0.01, 0.00], [0.01, -0.01, -0.01], [-0.23, -0.10, -0.19], [0.01, -0.01, 0.01], [0.00, -0.01, 0.00], [0.00, 0.00, 0.00], [0.00, 0.02, 0.00], [0.00, 0.21, -0.05], [0.75, -0.18, 1.04], [0.04, -0.31, 0.11], [0.07, 0.04, 0.00], [0.01, 0.00, 0.00], [0.00, -0.01, -0.01], [0.02, 0.05, -0.07], [-0.29, 0.15, -0.13], [0.00, 0.00, -0.01], [0.00, 0.00, 0.00], [0.00, 0.00, 0.00], [0.00, -0.01, -0.01]], "charge": 1, "relative_energy_kj_mol": 262.4, "e_lumo_ev": [-3.0, -4.6], "orbital_gap_ev": [6.8, 5.8], "spin_multiplicity": 4, "energy_ev": -156149.79053, "largest_force_ev_per_a": 1.5}

***

[5]
{"formula": "BrN2O6Pb", "method": "ωB97M-V/def2-TZVPD", "elements": ["Pb", "Br", "N", "O", "O", "O", "N", "O", "O", "O"], "positions_angstrom": [[0.05071, 0.65474, -0.00118], [0.58970, -2.07794, -0.80209], [-3.49833, 0.41836, -1.56089], [-3.62850, -0.12093, -2.66891], [-2.21384, 0.38571, -1.10447], [-4.16043, 1.48223, -1.39902], [3.17138, -0.27120, 1.91677], [2.34028, 0.09555, 1.05281], [4.19991, -1.06659, 1.65157], [3.14910, 0.50007, 2.91542]], "atomic_forces_ev_per_a": [[0.21, -2.51, -0.66], [-0.50, 1.63, 0.39], [3.21, 4.94, -5.12], [-0.78, -2.11, 1.61], [-1.41, -0.61, 1.57], [0.00, -1.92, 2.46], [3.96, 2.31, 0.65], [-1.23, -1.40, -2.10], [-4.10, 1.95, 0.90], [0.65, -2.29, 0.31]], "charge": -1, "e_lumo_ev": 0.7, "orbital_gap_ev": 6.8, "energy_ev": -90549.38124, "largest_force_ev_per_a": 7.8}

***

[6]
{"formula": "C4H5NO2", "method": "ωB97M-V/def2-TZVPD", "elements": ["C", "O", "C", "N", "O", "C", "C", "H", "H", "H", "H", "H"], "positions_angstrom": [[-0.34942, -2.08445, -0.50335], [-0.25376, -0.76944, -1.04437], [-0.10740, 0.20733, -0.14473], [-0.42751, 0.07938, 1.11827], [-0.10682, 1.29377, 1.69423], [0.39998, 2.10567, 0.75822], [0.43279, 1.49180, -0.44543], [0.55219, -2.30944, 0.07593], [-1.22459, -2.19059, 0.14301], [-0.42442, -2.75356, -1.36098], [0.70716, 3.08298, 1.10411], [0.80180, 1.84655, -1.39492]], "atomic_forces_ev_per_a": [[-0.04, -0.26, 0.08], [0.08, 0.14, -0.02], [0.01, 0.02, 0.21], [0.08, -0.15, -0.40], [0.08, 0.21, 0.08], [0.01, -0.01, -0.12], [-0.01, 0.06, 0.11], [-0.14, -0.01, -0.05], [0.08, 0.04, -0.11], [0.00, 0.09, 0.14], [-0.07, -0.12, -0.08], [-0.09, -0.01, 0.15]], "charge": 0, "relative_energy_kj_mol": 214.6, "e_lumo_ev": 1.0, "orbital_gap_ev": 10.8, "smiles": "COc1ccon1", "energy_ev": -9812.09057, "largest_force_ev_per_a": 0.4}

***

Question: The lowest charge belongs to which entry?
Answer: BrN2O6Pb

***

Question: Number 1 is which compound?
Answer: C2H3NO3

***

Question: Look up the charge of the fourth one.
Answer: +1